ORCA calculation (ωB97M-V/def2-TZVPD) on a molecular structure, C32H85LiO11 at a distorted geometry.

Positions of all 129 atoms, in Å:
Li (-1.467, -1.006, 3.230)
C (-0.538, 0.117, -0.818)
C (-1.354, 0.012, 0.461)
O (-0.621, -0.341, 1.584)
H (0.048, 1.044, -0.815)
H (-1.191, 0.166, -1.704)
H (0.126, -0.733, -0.995)
H (-2.150, -0.754, 0.307)
H (-1.917, 0.955, 0.608)
C (-0.692, 3.817, 2.009)
C (0.565, 3.271, 2.621)
C (1.188, 4.184, 3.654)
O (0.259, 2.021, 3.265)
H (-0.553, 4.783, 1.501)
H (-1.426, 4.042, 2.787)
H (-1.108, 3.162, 1.247)
H (1.323, 3.007, 1.869)
H (0.570, 4.160, 4.555)
H (1.264, 5.202, 3.278)
H (2.175, 3.810, 3.925)
H (-0.094, 1.354, 2.623)
C (2.915, 0.332, 2.943)
C (2.748, -0.345, 1.606)
C (4.057, -0.966, 1.133)
O (1.775, -1.424, 1.732)
H (3.565, 1.209, 2.889)
H (3.434, -0.351, 3.634)
H (1.957, 0.579, 3.395)
H (2.322, 0.359, 0.893)
H (4.250, -1.870, 1.706)
H (4.860, -0.236, 1.253)
H (3.979, -1.239, 0.078)
H (0.890, -0.975, 1.497)
C (-2.928, -2.829, -2.957)
C (-4.366, -2.750, -2.464)
C (-4.712, -1.367, -1.929)
O (-5.273, -3.084, -3.533)
H (-2.775, -2.085, -3.739)
H (-2.714, -3.832, -3.326)
H (-2.246, -2.626, -2.124)
H (-4.458, -3.484, -1.643)
H (-5.689, -1.364, -1.437)
H (-4.802, -0.651, -2.753)
H (-3.962, -1.035, -1.212)
H (-5.126, -4.005, -3.771)
C (3.486, 2.919, -0.283)
C (3.335, 4.347, -0.681)
C (1.992, 4.945, -0.346)
O (4.358, 5.050, 0.059)
H (2.744, 2.291, -0.778)
H (3.331, 2.802, 0.791)
H (4.493, 2.589, -0.534)
H (3.551, 4.476, -1.749)
H (1.767, 4.896, 0.719)
H (1.152, 4.478, -0.865)
H (1.963, 6.010, -0.605)
H (4.387, 5.971, -0.216)
C (-3.605, -4.459, 3.825)
C (-2.679, -3.501, 3.089)
C (-2.594, -3.843, 1.598)
O (-3.134, -2.125, 3.237)
H (-3.579, -4.201, 4.890)
H (-3.234, -5.481, 3.761)
H (-4.634, -4.411, 3.466)
H (-1.688, -3.548, 3.551)
H (-3.605, -3.684, 1.194)
H (-2.337, -4.887, 1.447)
H (-1.952, -3.148, 1.057)
H (-4.087, -2.082, 3.109)
C (0.421, -4.135, -0.621)
C (1.756, -4.840, -0.584)
C (2.619, -4.424, 0.586)
O (1.553, -6.259, -0.637)
H (0.647, -3.068, -0.712)
H (-0.145, -4.306, 0.294)
H (-0.147, -4.416, -1.507)
H (2.270, -4.550, -1.517)
H (2.878, -3.372, 0.509)
H (3.548, -5.005, 0.607)
H (2.152, -4.540, 1.569)
H (2.405, -6.673, -0.802)
C (1.591, 2.903, -5.440)
C (0.102, 2.580, -5.361)
C (-0.384, 2.364, -3.918)
O (-0.649, 3.576, -6.021)
H (2.226, 2.332, -4.763)
H (1.731, 3.960, -5.164)
H (1.947, 2.816, -6.467)
H (-0.044, 1.620, -5.863)
H (-1.333, 1.827, -3.980)
H (-0.521, 3.290, -3.359)
H (0.319, 1.732, -3.367)
H (-0.559, 4.406, -5.542)
C (0.765, -1.492, -4.431)
C (2.212, -1.205, -4.237)
C (2.665, -1.500, -2.818)
O (2.900, -1.998, -5.217)
H (0.634, -2.575, -4.391)
H (0.271, -1.101, -5.316)
H (0.211, -1.073, -3.579)
H (2.472, -0.155, -4.446)
H (2.269, -2.446, -2.443)
H (2.238, -0.714, -2.185)
H (3.750, -1.464, -2.715)
H (3.847, -1.858, -5.106)
C (-4.260, 3.406, -1.242)
C (-3.504, 4.500, -0.514)
C (-2.158, 4.769, -1.182)
O (-4.302, 5.727, -0.560)
H (-5.261, 3.254, -0.844)
H (-3.700, 2.466, -1.156)
H (-4.318, 3.611, -2.315)
H (-3.412, 4.347, 0.559)
H (-1.544, 5.378, -0.512)
H (-2.271, 5.278, -2.134)
H (-1.621, 3.814, -1.234)
H (-4.377, 5.968, -1.492)
C (-0.123, -1.868, 6.320)
C (0.966, -1.756, 5.279)
C (1.848, -3.013, 5.227)
O (0.300, -1.655, 4.017)
H (-0.685, -0.929, 6.354)
H (0.307, -2.020, 7.309)
H (-0.800, -2.681, 6.061)
H (1.626, -0.896, 5.423)
H (1.241, -3.850, 4.882)
H (2.341, -3.239, 6.174)
H (2.653, -2.833, 4.509)
H (0.902, -1.655, 3.221)

- HOMO-LUMO gap: 8.6 eV
- LUMO energy: -0.01 eV
- HOMO: -8.64 eV

Löwdin population analysis, charges in e, atoms 1 to 8:
1 Li 0.67
2 C -0.09
3 C -0.43
4 O -0.39
5 H 0.06
6 H 0.06
7 H 0.05
8 H 0.08

ORCA calculation (ωB97M-V/def2-TZVPD) on a molecular structure, C32H88AgN10O14 at a distorted geometry.

Positions of all 145 atoms, in Å:
Ag (-2.017, -1.763, -2.666)
N (-4.444, -2.108, -0.108)
O (-5.545, -1.594, 0.010)
O (-4.012, -2.824, 0.793)
O (-3.736, -1.894, -1.093)
N (-0.702, -0.440, 0.294)
O (-0.857, -1.213, 1.255)
O (-0.963, -0.812, -0.877)
O (-0.216, 0.704, 0.459)
C (2.145, -2.783, -4.384)
C (0.988, -2.159, -3.612)
C (0.845, -0.658, -3.933)
O (-0.385, -0.135, -3.473)
C (-0.418, 1.278, -3.542)
N (-0.277, -2.863, -3.959)
H (1.867, -2.856, -5.438)
H (2.347, -3.782, -4.000)
H (3.038, -2.165, -4.262)
H (1.213, -2.281, -2.552)
H (0.922, -0.467, -5.012)
H (1.687, -0.177, -3.422)
H (0.542, 1.697, -3.222)
H (-1.215, 1.632, -2.905)
H (-0.568, 1.587, -4.587)
H (-0.057, -3.854, -3.817)
H (-0.349, -2.921, -4.978)
C (-4.338, -0.521, -6.410)
C (-3.530, -0.531, -5.116)
C (-4.198, 0.303, -4.058)
O (-3.322, 0.336, -2.944)
C (-3.656, 1.282, -1.949)
N (-3.425, -1.895, -4.548)
H (-3.912, -1.191, -7.155)
H (-4.384, 0.497, -6.802)
H (-5.365, -0.824, -6.189)
H (-2.541, -0.113, -5.309)
H (-5.210, -0.070, -3.833)
H (-4.422, 1.337, -4.353)
H (-2.890, 1.295, -1.172)
H (-4.603, 0.992, -1.484)
H (-3.695, 2.298, -2.356)
H (-3.156, -2.554, -5.282)
H (-4.368, -2.270, -4.413)
C (4.606, 3.241, 1.059)
C (3.453, 2.637, 0.267)
C (3.644, 1.170, -0.101)
O (4.864, 0.999, -0.794)
C (4.836, -0.161, -1.614)
N (2.237, 2.727, 1.102)
H (5.556, 3.017, 0.568)
H (4.607, 2.748, 2.032)
H (4.476, 4.319, 1.139)
H (3.315, 3.211, -0.660)
H (2.792, 0.802, -0.683)
H (3.662, 0.595, 0.837)
H (4.475, -0.998, -1.014)
H (5.849, -0.317, -1.978)
H (4.198, -0.030, -2.496)
H (1.548, 2.070, 0.743)
H (1.839, 3.653, 0.993)
C (-0.739, -2.248, 4.787)
C (-1.816, -3.210, 4.277)
C (-3.191, -2.562, 4.402)
O (-4.162, -3.349, 3.763)
C (-5.457, -2.818, 3.920)
N (-1.541, -3.628, 2.872)
H (0.201, -2.800, 4.706)
H (-0.869, -1.903, 5.816)
H (-0.601, -1.386, 4.131)
H (-1.775, -4.150, 4.836)
H (-3.143, -1.571, 3.929)
H (-3.389, -2.400, 5.470)
H (-5.726, -2.612, 4.965)
H (-6.222, -3.481, 3.525)
H (-5.449, -1.836, 3.425)
H (-0.563, -3.922, 2.922)
H (-1.412, -2.731, 2.397)
C (0.812, -4.429, 0.339)
C (1.981, -3.767, 1.093)
C (2.622, -2.749, 0.142)
O (3.172, -3.221, -1.087)
C (4.043, -4.300, -0.911)
N (1.497, -3.093, 2.288)
H (0.144, -4.858, 1.082)
H (1.208, -5.209, -0.314)
H (0.341, -3.646, -0.256)
H (2.658, -4.561, 1.413)
H (3.453, -2.268, 0.691)
H (1.937, -1.929, -0.088)
H (3.512, -5.218, -0.636)
H (4.840, -4.074, -0.192)
H (4.561, -4.587, -1.831)
H (0.878, -2.313, 2.061)
H (2.251, -2.591, 2.771)
C (-0.335, 2.736, 3.340)
C (-1.831, 2.563, 3.081)
C (-2.287, 1.184, 3.571)
O (-3.677, 0.992, 3.338)
C (-3.989, 0.738, 1.982)
N (-2.573, 3.684, 3.675)
H (0.145, 1.966, 2.735)
H (-0.057, 2.550, 4.383)
H (0.044, 3.733, 3.124)
H (-2.010, 2.642, 2.008)
H (-2.025, 1.006, 4.616)
H (-1.745, 0.410, 3.010)
H (-5.053, 0.547, 1.870)
H (-3.440, -0.141, 1.620)
H (-3.694, 1.600, 1.381)
H (-3.544, 3.607, 3.375)
H (-2.638, 3.511, 4.679)
C (-0.854, 6.107, -5.367)
C (-1.510, 5.247, -4.282)
C (-0.505, 5.002, -3.153)
O (-1.049, 4.111, -2.229)
C (-0.261, 3.893, -1.070)
N (-2.714, 5.926, -3.800)
H (0.040, 5.596, -5.735)
H (-0.600, 7.096, -4.990)
H (-1.509, 6.128, -6.237)
H (-1.760, 4.301, -4.769)
H (-0.280, 6.008, -2.770)
H (0.417, 4.591, -3.589)
H (0.657, 3.360, -1.344)
H (-0.821, 3.330, -0.331)
H (0.063, 4.861, -0.671)
H (-3.053, 5.362, -3.024)
H (-2.517, 6.849, -3.433)
C (5.611, -0.967, 3.225)
C (4.971, -0.362, 4.463)
C (3.641, -0.984, 4.876)
O (2.726, -1.055, 3.808)
C (2.084, 0.158, 3.505)
N (5.975, -0.401, 5.540)
H (6.387, -0.291, 2.866)
H (4.875, -1.019, 2.415)
H (5.993, -1.971, 3.399)
H (4.805, 0.711, 4.278)
H (3.169, -0.466, 5.718)
H (3.856, -2.000, 5.222)
H (1.662, 0.106, 2.501)
H (2.751, 1.030, 3.451)
H (1.334, 0.479, 4.237)
H (5.625, -0.149, 6.460)
H (6.674, 0.305, 5.338)

- HOMO-LUMO gap (alpha / beta): 8.2 / 4.0 eV
- LUMO energy (alpha / beta): -0.08 / -4.20 eV
- HOMO (alpha / beta): -8.28 / -8.23 eV
- Spin multiplicity: 2

Löwdin population analysis, charges in e, atoms 1 to 8:
1 Ag 0.75
2 N -0.55
3 O 0.17
4 O 0.26
5 O 0.07
6 N -0.54
7 O -0.05
8 O -0.10

ORCA calculation (ωB97M-V/def2-TZVPD) on a molecular structure, C32H88AsF6N8O8 at a distorted geometry.

Positions of all 143 atoms, in Å:
As (-12.712, 24.691, 1.166)
F (-13.016, 25.671, 2.623)
F (-10.948, 25.268, 1.188)
F (-12.383, 23.643, -0.206)
F (-14.385, 24.144, 1.085)
F (-13.040, 26.140, 0.123)
F (-12.227, 23.263, 2.176)
C (-15.519, 27.664, 9.883)
C (-14.237, 28.208, 9.252)
C (-13.036, 27.268, 9.370)
O (-12.598, 26.968, 10.702)
C (-11.962, 28.092, 11.266)
N (-14.539, 28.543, 7.888)
H (-15.841, 26.739, 9.405)
H (-16.337, 28.367, 9.723)
H (-15.430, 27.494, 10.956)
H (-14.029, 29.175, 9.710)
H (-12.191, 27.653, 8.800)
H (-13.406, 26.340, 8.933)
H (-11.752, 27.932, 12.323)
H (-12.525, 29.020, 11.164)
H (-11.012, 28.118, 10.732)
H (-13.665, 28.947, 7.583)
H (-14.529, 27.674, 7.373)
C (-12.318, 25.969, -7.357)
C (-13.051, 24.981, -6.439)
C (-13.911, 25.675, -5.382)
O (-15.073, 26.239, -5.956)
C (-15.956, 26.708, -4.939)
N (-13.951, 24.141, -7.182)
H (-12.979, 26.640, -7.906)
H (-11.640, 25.400, -7.993)
H (-11.647, 26.659, -6.845)
H (-12.223, 24.488, -5.929)
H (-13.391, 26.482, -4.865)
H (-14.245, 24.988, -4.605)
H (-16.894, 27.075, -5.357)
H (-15.474, 27.481, -4.340)
H (-16.349, 25.902, -4.320)
H (-14.681, 24.835, -7.250)
H (-13.694, 24.015, -8.151)
C (-12.751, 17.326, -2.012)
C (-12.227, 17.066, -3.423)
C (-12.848, 15.837, -4.122)
O (-14.310, 16.080, -4.345)
C (-15.007, 14.893, -4.692)
N (-12.432, 18.314, -4.114)
H (-13.793, 17.634, -2.093)
H (-12.121, 18.043, -1.485)
H (-12.733, 16.467, -1.341)
H (-11.171, 16.813, -3.334)
H (-12.697, 14.948, -3.509)
H (-12.394, 15.530, -5.064)
H (-14.519, 14.480, -5.574)
H (-16.093, 14.974, -4.754)
H (-14.793, 14.160, -3.914)
H (-11.861, 18.211, -4.940)
H (-11.983, 19.111, -3.686)
C (-21.866, 21.768, 9.167)
C (-20.960, 20.888, 8.267)
C (-20.101, 21.666, 7.295)
O (-20.865, 22.357, 6.306)
C (-20.033, 23.291, 5.653)
N (-20.102, 20.049, 9.076)
H (-21.990, 21.436, 10.198)
H (-22.847, 21.835, 8.696)
H (-21.427, 22.744, 9.372)
H (-21.609, 20.321, 7.599)
H (-19.387, 21.001, 6.808)
H (-19.533, 22.421, 7.838)
H (-19.097, 22.884, 5.269)
H (-19.856, 24.157, 6.291)
H (-20.546, 23.624, 4.751)
H (-19.695, 19.378, 8.441)
H (-19.285, 20.525, 9.432)
C (-14.338, 17.777, 10.107)
C (-13.814, 18.896, 9.180)
C (-13.792, 18.474, 7.659)
O (-12.788, 17.453, 7.500)
C (-12.502, 17.166, 6.155)
N (-14.545, 20.085, 9.412)
H (-14.339, 18.031, 11.167)
H (-13.629, 16.949, 10.097)
H (-15.314, 17.348, 9.880)
H (-12.793, 19.174, 9.440)
H (-13.612, 19.320, 6.995)
H (-14.742, 18.075, 7.301)
H (-11.631, 16.515, 6.082)
H (-12.163, 17.999, 5.540)
H (-13.448, 16.794, 5.762)
H (-14.233, 20.783, 8.752)
H (-14.221, 20.412, 10.310)
C (-4.898, 20.084, -0.273)
C (-6.433, 20.048, 0.046)
C (-6.714, 20.325, 1.505)
O (-6.143, 19.306, 2.215)
C (-6.216, 19.500, 3.679)
N (-7.026, 21.120, -0.768)
H (-4.345, 19.278, 0.208)
H (-4.469, 20.960, 0.215)
H (-4.714, 20.122, -1.347)
H (-6.889, 19.086, -0.189)
H (-7.787, 20.201, 1.652)
H (-6.577, 21.377, 1.756)
H (-5.501, 20.256, 4.002)
H (-5.911, 18.605, 4.221)
H (-7.207, 19.756, 4.056)
H (-7.800, 21.444, -0.206)
H (-6.427, 21.932, -0.713)
C (-19.283, 19.498, -1.328)
C (-18.842, 19.062, -2.767)
C (-19.970, 18.639, -3.781)
O (-19.332, 18.277, -4.989)
C (-20.160, 17.646, -5.994)
N (-18.084, 20.233, -3.238)
H (-19.857, 18.695, -0.866)
H (-20.061, 20.240, -1.504)
H (-18.509, 19.836, -0.639)
H (-18.257, 18.143, -2.720)
H (-20.595, 19.521, -3.916)
H (-20.562, 17.818, -3.376)
H (-19.707, 17.128, -6.839)
H (-20.855, 18.396, -6.371)
H (-20.746, 16.931, -5.415)
H (-17.563, 20.529, -2.426)
H (-18.718, 21.017, -3.190)
C (-4.866, 27.453, -3.698)
C (-4.027, 27.722, -2.391)
C (-4.110, 29.230, -2.127)
O (-3.108, 29.603, -1.179)
C (-3.138, 30.960, -0.864)
N (-4.544, 26.943, -1.323)
H (-5.364, 26.483, -3.712)
H (-4.367, 27.424, -4.666)
H (-5.715, 28.137, -3.671)
H (-2.969, 27.501, -2.535)
H (-5.119, 29.491, -1.809)
H (-3.874, 29.745, -3.059)
H (-2.531, 31.151, 0.021)
H (-4.118, 31.249, -0.485)
H (-2.868, 31.679, -1.638)
H (-3.866, 27.064, -0.585)
H (-5.359, 27.465, -1.033)

- HOMO-LUMO gap: 9.4 eV
- LUMO energy: 1.97 eV
- HOMO: -7.45 eV
- Charge: -1

Löwdin population analysis, charges in e, atoms 1 to 8:
1 As 0.88
2 F -0.30
3 F -0.35
4 F -0.29
5 F -0.29
6 F -0.32
7 F -0.33
8 C -0.06

What did we get for relative energy (zero: lowest compared OMol25 entry of this formula, charge and spin)? Answer: 0.139 0.000 3.896 eV, in the order shown.
What did we get for DFT total energy? Answer: -2105.432303 -3019.444903 -5146.851017 hartree, in the order shown.